C34H36N7O5SSn | wB97M-V/def2-TZVPD

Structure (XYZ):
```
84
Properties=species:S:1:pos:R:3:forces:R:3:mulliken_charge:R:1
Sn 0.34864 1.31328 0.29414 -0.4 0.2 0.4 1.486
N -0.28890 4.68075 2.83714 0.0 0.1 0.0 -0.541
C 0.29683 3.48954 2.47842 0.3 -0.2 0.2 0.389
S 1.38745 3.57152 1.10445 0.0 0.0 -0.2 -0.586
N 0.06902 2.46694 3.23078 -0.6 0.3 0.3 -1.107
N 0.67262 1.29776 2.82994 0.3 -0.2 -0.5 0.878
C 0.88764 0.46093 3.77272 0.0 0.2 0.1 -0.969
C 1.60164 -0.80282 3.72393 0.1 -0.2 -0.2 1.114
C 1.71379 -1.49485 4.93550 0.0 0.1 0.0 -0.514
C 2.40772 -2.68091 5.05966 -0.1 0.0 0.2 -0.917
C 3.00865 -3.22062 3.92603 0.0 0.0 -0.1 -0.485
C 2.93797 -2.56286 2.71825 0.0 -0.2 0.1 -0.775
C 2.25669 -1.32925 2.56893 0.0 0.1 -0.2 -0.040
O 2.26738 -0.71978 1.42773 -0.5 0.2 0.1 -0.346
H -0.35684 5.33961 2.07998 -0.1 0.0 0.0 0.252
H -1.11482 4.57934 3.40823 0.0 0.0 0.0 0.261
H 0.53985 0.75214 4.76860 0.0 0.1 0.0 0.179
H 1.24049 -1.06003 5.81061 0.0 0.0 0.0 0.328
H 2.47992 -3.17962 6.01750 0.0 0.0 0.0 0.371
H 3.53322 -4.16754 3.99000 0.0 0.0 0.0 0.389
H 3.41676 -2.98799 1.84255 0.0 0.1 0.0 0.402
O -3.71960 2.13944 -0.94418 0.3 0.0 0.0 -0.785
C -2.51373 2.35320 -0.80298 -0.3 0.2 -0.1 -0.134
O -1.84147 2.24924 0.27218 0.6 -0.4 0.3 -0.376
C -1.72730 2.84775 -2.01392 -0.1 -0.1 -0.1 0.638
C -2.35885 2.99089 -3.24416 0.0 0.0 -0.1 -0.693
C -1.61747 3.43799 -4.32370 0.1 0.0 0.1 -0.327
C -0.27058 3.71908 -4.13372 0.0 0.0 -0.1 -0.757
C 0.27278 3.53452 -2.87295 0.0 0.0 0.0 -0.361
N -0.43837 3.11348 -1.83434 0.1 -0.3 0.1 -0.004
H -3.40449 2.72784 -3.31982 0.0 0.1 0.0 0.513
H -2.07402 3.56694 -5.29756 0.0 0.0 0.0 0.419
H 0.34746 4.06897 -4.95079 0.0 0.0 0.0 0.414
H 1.32097 3.72661 -2.67806 0.1 0.0 0.0 0.428
C -2.83467 0.66297 2.90719 0.0 0.1 0.0 -0.454
C -4.29444 0.20154 3.16059 0.1 -0.1 0.0 -0.850
N -4.43604 -1.22372 2.83872 -0.1 0.0 0.0 -0.235
C -3.45913 -1.98442 3.61967 -0.1 0.0 -0.1 -0.806
C -2.01739 -1.54845 3.24402 0.1 0.0 0.0 -0.583
N -2.07073 -0.43295 2.30354 0.0 0.0 -0.1 0.301
C -2.74481 -0.86508 1.07507 0.1 0.0 0.0 0.357
C -4.15598 -1.41112 1.41141 0.0 0.0 0.1 -0.892
H -2.33295 0.95156 3.83462 0.0 0.0 0.0 0.499
H -2.79076 1.51034 2.22424 0.0 0.0 0.0 0.108
H -4.99620 0.75357 2.53149 0.0 0.0 0.0 0.330
H -4.58924 0.33985 4.20535 0.0 0.0 0.0 0.314
H -3.62178 -3.04677 3.41728 0.0 0.0 0.1 0.300
H -3.67193 -1.80338 4.67697 0.0 0.0 0.0 0.351
H -1.45732 -2.36073 2.77293 0.0 0.0 0.0 0.465
H -1.45445 -1.22718 4.12452 0.0 0.0 0.0 0.230
H -2.12196 -1.62437 0.59163 0.0 0.0 0.0 0.345
H -2.81284 -0.00093 0.41752 0.0 0.0 -0.1 -0.518
H -4.23975 -2.48048 1.19648 0.0 0.0 0.0 0.300
H -4.92309 -0.88321 0.84127 0.0 0.0 0.0 0.387
C 3.03999 -1.21510 -5.18323 0.0 0.0 -0.1 -1.103
O 2.88280 -1.31528 -3.78825 -0.1 -0.1 0.1 -0.348
C 3.27843 -0.26300 -3.02717 0.0 0.0 0.2 0.980
C 3.84643 0.88593 -3.55917 0.0 0.1 -0.1 -0.591
C 4.29302 1.90944 -2.73391 0.0 0.1 0.0 -0.886
C 4.18959 1.78192 -1.36047 0.0 0.0 -0.1 -0.789
C 3.61639 0.64051 -0.82452 -0.1 0.0 0.1 -0.511
C 3.11433 -0.37973 -1.63343 0.0 0.2 -0.1 0.542
N 2.58705 -1.49999 -0.97908 -0.6 0.1 -0.1 0.056
C 1.68867 -2.39524 -1.39973 0.0 0.1 -0.1 -0.792
C 0.63136 -2.29368 -2.30772 0.1 0.2 0.0 0.829
C -0.01287 -3.48575 -2.74112 -0.1 -0.1 0.0 -0.855
C -1.19478 -3.46200 -3.41179 0.1 -0.3 0.0 -0.799
C -1.82315 -2.21567 -3.67008 0.1 0.3 0.0 -0.340
C -1.25969 -1.04797 -3.26374 -0.3 -0.1 -0.2 -0.686
C -0.00627 -1.00846 -2.55416 0.4 0.3 0.2 0.763
O 0.44607 0.06867 -2.09603 -0.1 -0.2 -0.6 -0.073
H 2.64912 -2.14157 -5.59791 0.0 0.0 0.0 0.267
H 4.09406 -1.10930 -5.46151 0.0 0.0 0.0 0.357
H 2.47531 -0.37265 -5.59337 0.0 0.0 0.0 0.400
H 3.92962 1.00989 -4.62993 0.0 -0.1 0.0 0.413
H 4.71635 2.80293 -3.17566 0.0 0.0 0.0 0.382
H 4.53883 2.56527 -0.70086 0.0 0.0 0.0 0.422
H 3.52299 0.53100 0.24927 0.0 0.0 0.0 0.447
H 2.47214 -1.30978 0.10032 0.8 -0.4 0.3 0.331
H 1.73297 -3.32390 -0.83101 0.0 0.0 0.1 0.394
H 0.48280 -4.42894 -2.53459 -0.1 0.0 0.0 0.420
H -1.66757 -4.38014 -3.73574 0.0 0.0 0.0 0.360
H -2.77463 -2.19812 -4.18911 0.0 0.0 0.0 0.423
H -1.74495 -0.09784 -3.44197 0.0 0.1 0.0 0.294
```
Positions in Å, forces in eV/Å.

Values from the calculation:
DFT total energy = -2689.27672 Eh
gap between HOMO and LUMO = 6.5 eV
net charge = -1



C4H6N2O2 | wB97M-V/def2-TZVPD

Structure (XYZ):
```
14
Properties=species:S:1:pos:R:3:forces:R:3:mulliken_charge:R:1
C 1.55456 0.12472 0.01073 -1.2 0.3 0.7 -1.405
C -0.26474 0.65399 -0.01395 2.2 -0.5 1.3 0.886
C -0.94885 -0.67449 0.40378 -0.6 0.0 -0.6 0.349
N -1.81128 -0.44311 1.41457 0.1 0.0 0.0 -0.334
C 0.54882 0.26683 -1.90124 -2.1 0.4 -0.6 0.099
N -0.58409 0.61203 -1.79751 1.2 -0.4 -0.6 -0.428
O -0.42244 1.73459 0.49003 -0.2 -0.2 -0.4 -0.641
O -0.74388 -1.74351 -0.12205 0.2 0.3 0.2 -0.578
H -1.96458 0.49665 1.74500 0.1 -0.1 -0.1 0.231
H -2.37703 -1.20215 1.75658 0.1 0.0 0.0 0.239
H 1.39230 -0.03360 -2.49990 0.2 0.0 0.4 0.355
H 1.87777 -0.87416 -0.27533 -0.1 0.1 -0.2 0.420
H 1.52978 0.15225 1.10109 0.2 0.0 0.1 0.381
H 2.21368 0.92997 -0.31181 -0.1 0.0 -0.1 0.427
```
Positions in Å, forces in eV/Å.

Values from the calculation:
DFT total energy = -415.88133 Eh
gap between HOMO and LUMO = 9.4 eV
net charge = 0



C4H9N3 | wB97M-V/def2-TZVPD

Structure (XYZ):
```
16
Properties=species:S:1:pos:R:3:forces:R:3:mulliken_charge:R:1
C -0.80669 0.35762 0.66056 0.7 1.7 -1.9 -0.597
C -1.67099 -0.85952 0.44391 0.1 -0.1 0.0 -1.097
C 0.49089 0.56674 -0.45071 -0.5 -1.9 5.7 1.106
C 1.14241 -0.68008 -0.12997 -0.8 1.2 -1.6 -0.224
N 1.25609 1.76212 -0.35479 -0.2 0.4 -0.2 -0.645
N 0.31792 -0.13038 -1.63063 0.0 -1.7 -1.5 -0.718
N 1.41995 -1.67555 0.52997 1.7 1.0 -0.4 -0.503
H 1.63444 1.91786 0.57611 -0.3 0.0 -0.2 0.246
H 0.69591 2.55583 -0.65571 0.2 0.0 0.2 0.251
H 0.80923 0.28647 -2.41184 0.5 -0.1 0.1 0.246
H 2.12749 -2.30724 0.15904 -0.9 -0.7 -0.2 0.288
H -0.40611 0.42745 1.67779 0.1 0.1 -0.3 0.313
H -1.33946 1.27185 0.40100 -0.5 0.1 0.4 0.365
H -2.57648 -0.78534 1.04887 0.0 0.0 0.0 0.354
H -1.95505 -0.94277 -0.60629 0.0 0.0 0.1 0.303
H -1.13954 -1.76505 0.74269 -0.1 0.0 -0.1 0.313
```
Positions in Å, forces in eV/Å.

Values from the calculation:
DFT total energy = -321.92621 Eh
gap between HOMO and LUMO (alpha / beta) = 8.2 / 8.2 eV
net charge = 0



C6H17BrLiO5 | wB97M-V/def2-TZVPD

Structure (XYZ):
```
30
Properties=species:S:1:pos:R:3:forces:R:3:mulliken_charge:R:1
Li 0.89290 0.39371 -0.67757 0.9 -0.5 -0.8 0.834
Br 0.52995 -1.19413 -1.78377 -0.4 -4.9 -5.5 -0.910
C -2.23161 0.99040 -0.33551 -0.4 -0.8 0.4 -0.700
C -0.95734 1.78317 -0.55171 0.3 0.3 1.2 -0.347
O 0.14970 1.36057 0.15065 -3.2 4.3 1.8 -0.782
H -3.08664 1.34987 -0.90805 -0.1 0.5 -0.2 0.454
H -2.48724 1.00833 0.72394 -0.1 0.0 0.1 0.126
H -2.13949 -0.06311 -0.59961 0.2 0.3 -0.2 0.017
H -1.20162 2.78589 -0.20104 -0.3 0.9 -0.3 0.295
H -0.81624 1.82995 -1.63152 0.3 0.2 -0.8 0.080
C -1.39376 -1.93868 0.68051 0.1 -0.4 2.1 -0.502
C -1.84546 -2.10049 2.12514 -1.0 0.1 0.9 -0.536
O -2.75770 -1.08112 2.52201 -0.8 1.3 -0.1 -0.476
O -0.39627 -0.97363 0.62987 -1.7 -1.0 3.0 -0.249
H -2.31179 -1.67550 0.15512 0.0 -0.1 -0.5 0.249
H -1.02277 -2.92139 0.38936 -0.1 -0.2 -0.5 0.370
H -1.07395 -2.02665 2.89157 0.8 -0.6 -0.5 0.235
H -2.48772 -2.96424 2.29704 0.7 -1.1 -0.5 0.391
H -3.32852 -1.47440 3.18616 0.0 0.2 0.0 0.268
H 0.17094 -1.26283 -0.08862 0.3 -0.3 0.3 0.130
C 3.09847 1.00650 -0.08178 -0.3 -1.9 -2.0 -0.505
C 2.95098 0.89687 -1.67789 0.5 1.9 0.6 -0.524
O 1.61068 1.14740 -2.08418 1.2 2.1 -0.1 -0.453
O 2.13167 0.04288 0.40125 3.0 0.7 1.7 -0.363
H 3.07927 2.03294 0.28449 -1.1 0.0 0.0 0.256
H 4.07063 0.63632 0.24375 0.4 -0.1 -0.5 0.431
H 3.28836 -0.03493 -2.13178 0.2 -0.2 0.5 0.337
H 3.51264 1.75965 -2.03604 0.7 -0.2 -0.3 0.337
H 1.49072 1.07729 -3.03407 0.2 -0.4 0.1 0.279
H 2.56122 -0.39064 1.14229 -0.6 -0.2 0.0 0.257
```
Positions in Å, forces in eV/Å.

Values from the calculation:
DFT total energy = -3196.46058 Eh
gap between HOMO and LUMO = 5.4 eV
net charge = -1



One value per record, in order, for relative energy (zero: lowest compared OMol25 entry of this formula, charge and spin): 0.6500 4.3343 4.4666 1.8913 eV.